Version A
{
  "formula": "C6H9N",
  "method": "the ωB97M-V functional and the def2-TZVPD basis",
  "species": ["C", "C", "C", "C", "C", "C", "N", "H", "H", "H", "H", "H", "H", "H", "H", "H"],
  "positions_angstrom": [[0.18, 0.87, -2.02], [-0.91, 0.29, -1.08], [-0.57, 0.81, 0.15], [-0.18, -0.22, 1.02], [0.72, -0.03, 2.19], [-0.49, -1.40, 0.36], [-0.92, -1.10, -0.90], [-0.03, 1.84, -2.47], [1.09, 0.99, -1.41], [0.44, 0.13, -2.78], [-0.37, 1.87, 0.26], [0.93, -0.97, 2.72], [0.29, 0.70, 2.88], [1.70, 0.37, 1.87], [-0.43, -2.42, 0.69], [-1.45, -1.74, -1.47]],
  "homo_energy_ev": -7.694,
  "lumo_energy_ha": 0.037,
  "orbital_gap_ev": 8.696,
  "spin_multiplicity": 1,
  "smiles": "Cc1c[nH]c(C)c1",
  "charge": 0
}

---

Version B
{
  "formula": "C6H9N",
  "method": "the ωB97M-V functional and the def2-TZVPD basis",
  "species": ["C", "C", "C", "C", "C", "C", "N", "H", "H", "H", "H", "H", "H", "H", "H", "H"],
  "positions_angstrom": [[0.15, -0.18, 1.89], [-0.10, 0.21, 0.44], [1.05, 0.33, -0.62], [0.06, -0.25, -1.66], [-0.74, -0.85, -0.49], [-0.85, 1.47, 0.34], [-1.38, 2.49, 0.23], [-0.81, -0.34, 2.39], [0.70, 0.59, 2.44], [0.72, -1.11, 1.94], [1.88, -0.36, -0.41], [1.43, 1.33, -0.81], [-0.51, 0.54, -2.18], [0.46, -0.93, -2.40], [-1.83, -0.92, -0.55], [-0.33, -1.83, -0.21]],
  "homo_energy_ev": -11.077,
  "lumo_energy_ha": 0.032,
  "orbital_gap_ev": 11.935,
  "spin_multiplicity": 1,
  "smiles": "CC1(C#N)CCC1",
  "charge": 0
}

---

Version C
{
  "formula": "C6H9N",
  "method": "the ωB97M-V functional and the def2-TZVPD basis",
  "species": ["C", "C", "C", "C", "C", "C", "N", "H", "H", "H", "H", "H", "H", "H", "H", "H"],
  "positions_angstrom": [[-0.87, -2.34, -0.08], [-0.08, -1.12, -0.56], [-0.68, 0.23, -0.29], [0.29, 1.04, 0.17], [0.26, 2.52, 0.45], [1.48, 0.17, 0.29], [1.29, -1.05, -0.06], [-1.06, -2.33, 1.00], [-1.83, -2.36, -0.60], [-0.33, -3.26, -0.33], [-1.71, 0.49, -0.49], [1.08, 2.82, 1.11], [-0.69, 2.81, 0.91], [0.37, 3.08, -0.49], [2.45, 0.51, 0.65], [0.00, -1.21, -1.66]],
  "homo_energy_ev": -9.253,
  "lumo_energy_ha": 0.032,
  "orbital_gap_ev": 10.128,
  "spin_multiplicity": 1,
  "smiles": "CC1=C[C@H](C)N=C1",
  "charge": 0
}

---

Relative to the most stable one, in eV, the structures come out at version A 1.191; version B 0.197; version C 0.000.

---

Version A
{
  "formula": "C37H26Cl3IrN6OS2Se",
  "method": "the ωB97M-V functional and the def2-TZVPD basis",
  "species": ["Ir", "S", "C", "C", "C", "C", "C", "C", "N", "C", "C", "C", "C", "C", "C", "C", "H", "H", "H", "H", "H", "H", "H", "H", "N", "C", "N", "C", "N", "Cl", "C", "C", "C", "C", "C", "C", "N", "C", "C", "N", "C", "O", "C", "C", "C", "Cl", "S", "C", "C", "C", "Cl", "C", "H", "H", "H", "H", "H", "H", "H", "H", "H", "H", "H", "H", "H", "Se", "C", "C", "C", "C", "C", "C", "H", "H", "H", "H", "H"],
  "positions_angstrom": [[-0.07, 0.14, 0.34], [-1.09, 4.43, 1.07], [-2.14, 3.50, 2.10], [-3.13, 3.94, 2.97], [-3.83, 2.99, 3.69], [-3.55, 1.62, 3.55], [-2.57, 1.18, 2.68], [-1.87, 2.13, 1.95], [-0.86, 1.88, 1.03], [-0.37, 2.97, 0.51], [0.73, 2.80, -0.42], [1.44, 3.84, -1.01], [2.51, 3.54, -1.83], [2.87, 2.21, -2.03], [2.17, 1.18, -1.43], [1.07, 1.45, -0.62], [-3.34, 4.99, 3.09], [-4.60, 3.30, 4.38], [-4.11, 0.90, 4.13], [-2.35, 0.13, 2.56], [1.16, 4.87, -0.83], [3.07, 4.34, -2.30], [3.72, 1.98, -2.66], [2.49, 0.16, -1.60], [0.67, -0.32, 2.18], [1.32, -0.26, 3.16], [2.02, -0.19, 4.21], [2.85, -1.20, 4.49], [3.58, -2.04, 4.78], [6.38, -6.06, -7.61], [5.58, -5.28, -6.28], [5.13, -3.98, -6.42], [4.52, -3.37, -5.34], [4.35, -4.02, -4.13], [3.71, -3.32, -2.95], [2.22, -3.68, -2.89], [1.60, -3.13, -1.70], [1.66, -3.65, -0.43], [1.13, -2.71, 0.39], [0.76, -1.62, -0.36], [1.06, -1.90, -1.61], [3.77, -1.91, -3.03], [4.96, -1.34, -2.47], [6.15, -1.49, -3.35], [7.11, -2.45, -3.24], [7.22, -3.65, -2.02], [8.27, -2.40, -4.50], [7.48, -1.05, -5.21], [6.39, -0.67, -4.50], [4.79, -5.34, -4.04], [4.58, -6.24, -2.56], [5.41, -5.98, -5.10], [5.27, -3.46, -7.35], [4.18, -2.34, -5.42], [4.19, -3.65, -2.02], [2.11, -4.77, -2.87], [1.71, -3.29, -3.77], [2.06, -4.63, -0.24], [1.00, -2.74, 1.46], [0.85, -1.27, -2.46], [5.14, -1.78, -1.48], [4.73, -0.28, -2.33], [7.88, -0.60, -6.11], [5.75, 0.16, -4.78], [5.76, -6.99, -4.99], [-1.45, 0.31, -1.70], [-2.80, -0.75, -0.82], [-2.67, -2.13, -0.70], [-3.61, -2.87, 0.01], [-4.70, -2.23, 0.59], [-4.84, -0.86, 0.47], [-3.90, -0.12, -0.23], [-1.82, -2.63, -1.15], [-3.50, -3.94, 0.10], [-5.43, -2.81, 1.14], [-5.69, -0.35, 0.92], [-4.00, 0.96, -0.33]],
  "homo_energy_ev": -7.664,
  "lumo_energy_ha": -0.013,
  "orbital_gap_ev": 7.310,
  "spin_multiplicity": 1,
  "charge": 0
}

---

Version B
{
  "formula": "C37H26Cl3IrN6OS2Se",
  "method": "the ωB97M-V functional and the def2-TZVPD basis",
  "species": ["Ir", "S", "C", "C", "C", "C", "C", "C", "N", "C", "C", "C", "C", "C", "C", "C", "H", "H", "H", "H", "H", "H", "H", "H", "N", "C", "N", "C", "N", "Cl", "C", "C", "C", "C", "C", "C", "N", "C", "C", "N", "C", "O", "C", "C", "C", "Cl", "S", "C", "C", "C", "Cl", "C", "H", "H", "H", "H", "H", "H", "H", "H", "H", "H", "H", "H", "H", "Se", "C", "C", "C", "C", "C", "C", "H", "H", "H", "H", "H"],
  "positions_angstrom": [[-1.04, -1.86, -1.83], [3.20, -1.64, -0.32], [3.33, -1.57, -2.05], [4.49, -1.44, -2.82], [4.35, -1.39, -4.19], [3.08, -1.48, -4.78], [1.94, -1.61, -4.02], [2.08, -1.66, -2.63], [1.04, -1.78, -1.69], [1.50, -1.77, -0.47], [0.50, -1.86, 0.60], [0.79, -1.94, 1.95], [-0.25, -2.02, 2.86], [-1.56, -2.04, 2.39], [-1.86, -1.97, 1.04], [-0.81, -1.88, 0.11], [5.47, -1.39, -2.35], [5.23, -1.29, -4.81], [2.99, -1.44, -5.86], [0.96, -1.70, -4.47], [1.82, -1.93, 2.30], [-0.04, -2.08, 3.92], [-2.38, -2.11, 3.10], [-2.88, -2.01, 0.70], [-3.06, -1.86, -1.83], [-4.15, -1.49, -2.04], [-5.35, -1.18, -2.31], [-5.98, -0.09, -1.91], [-6.58, 0.86, -1.62], [0.65, 8.31, 4.17], [0.47, 6.88, 3.20], [-0.25, 5.80, 3.69], [-0.35, 4.66, 2.92], [0.26, 4.57, 1.67], [0.20, 3.28, 0.88], [-0.93, 3.33, -0.13], [-0.88, 2.19, -1.04], [-0.28, 2.18, -2.28], [-0.39, 0.91, -2.75], [-1.05, 0.15, -1.81], [-1.29, 0.94, -0.78], [-0.05, 2.14, 1.69], [1.12, 1.55, 2.25], [1.68, 2.34, 3.39], [2.71, 3.22, 3.31], [3.62, 3.62, 1.91], [3.06, 3.98, 4.80], [1.82, 3.11, 5.58], [1.17, 2.27, 4.72], [0.93, 5.68, 1.20], [1.67, 5.66, -0.39], [1.05, 6.84, 1.95], [-0.71, 5.86, 4.67], [-0.89, 3.80, 3.30], [1.15, 3.15, 0.34], [-0.86, 4.23, -0.73], [-1.89, 3.33, 0.39], [0.13, 3.07, -2.72], [-0.08, 0.51, -3.70], [-1.80, 0.66, 0.13], [1.88, 1.41, 1.47], [0.80, 0.57, 2.59], [1.64, 3.25, 6.63], [0.35, 1.63, 5.01], [1.60, 7.69, 1.56], [-0.98, -3.71, -3.52], [-1.55, -5.29, -2.59], [-1.86, -6.42, -3.35], [-2.25, -7.60, -2.73], [-2.34, -7.67, -1.35], [-2.03, -6.55, -0.59], [-1.64, -5.37, -1.20], [-1.80, -6.37, -4.43], [-2.49, -8.46, -3.34], [-2.64, -8.59, -0.87], [-2.10, -6.60, 0.49], [-1.40, -4.50, -0.60]],
  "homo_energy_ev": -7.166,
  "lumo_energy_ha": -0.023,
  "orbital_gap_ev": 6.534,
  "spin_multiplicity": 1,
  "charge": 0
}

---

Relative to the most stable one, in eV, the structures come out at version A 0.000; version B 1.006.

---

Version A
{
  "formula": "C6H12O2S",
  "method": "the ωB97M-V functional and the def2-TZVPD basis",
  "species": ["S", "C", "C", "C", "C", "H", "H", "H", "H", "H", "H", "H", "H", "O", "O", "C", "C", "H", "H", "H", "H"],
  "positions_angstrom": [[0.68, -2.09, 1.07], [1.47, -1.83, -0.56], [-0.99, -2.28, 0.36], [0.44, -2.26, -1.60], [-0.91, -1.78, -1.08], [1.74, -0.77, -0.68], [2.41, -2.43, -0.61], [-1.29, -3.34, 0.40], [-1.71, -1.70, 0.98], [0.68, -1.85, -2.60], [0.43, -3.37, -1.69], [-1.76, -2.15, -1.68], [-0.94, -0.67, -1.09], [0.36, 2.40, -0.31], [0.10, 2.05, 1.90], [0.11, 2.83, 0.80], [-0.23, 4.25, 1.14], [0.33, 1.13, 1.58], [-0.22, 4.88, 0.23], [0.51, 4.66, 1.85], [-1.23, 4.31, 1.59]],
  "homo_energy_ev": -8.558,
  "lumo_energy_ha": 0.029,
  "orbital_gap_ev": 9.341,
  "spin_multiplicity": 1,
  "smiles": "C1CCSC1.CC(=O)O",
  "charge": 0
}

---

Version B
{
  "formula": "C6H12O2S",
  "method": "the ωB97M-V functional and the def2-TZVPD basis",
  "species": ["C", "C", "C", "C", "C", "C", "O", "O", "S", "H", "H", "H", "H", "H", "H", "H", "H", "H", "H", "H", "H"],
  "positions_angstrom": [[-0.83, 2.60, -0.68], [-0.78, -0.16, 0.11], [0.25, -0.80, 0.65], [-1.50, -0.52, -1.13], [1.00, -1.90, -0.18], [0.85, -0.51, 1.98], [1.10, 1.03, -1.73], [1.33, 1.95, 0.58], [0.59, 1.71, -0.61], [-1.44, 2.39, -1.59], [-1.01, 3.44, 0.03], [-1.21, 0.55, 0.88], [-2.11, 0.28, -1.54], [-2.10, -1.41, -0.74], [-0.68, -0.80, -1.82], [1.36, -1.51, -1.12], [0.30, -2.75, -0.34], [1.92, -2.12, 0.35], [1.10, -1.53, 2.42], [0.15, 0.01, 2.58], [1.73, 0.07, 1.91]],
  "homo_energy_ev": -8.598,
  "lumo_energy_ha": 0.010,
  "orbital_gap_ev": 8.857,
  "spin_multiplicity": 1,
  "charge": 0
}

---

Version C
{
  "formula": "C6H12O2S",
  "method": "the ωB97M-V functional and the def2-TZVPD basis",
  "species": ["C", "C", "C", "C", "C", "C", "O", "O", "S", "H", "H", "H", "H", "H", "H", "H", "H", "H", "H", "H", "H"],
  "positions_angstrom": [[-1.68, -0.17, 0.92], [-0.63, 0.55, 1.34], [-2.74, 0.25, -0.03], [1.15, 0.03, -1.83], [2.20, -1.80, 1.19], [1.62, -0.27, -0.41], [-0.38, 1.82, 0.83], [1.56, -1.43, 0.11], [2.64, 1.04, 0.38], [-1.92, -1.21, 1.17], [-2.77, -0.28, -0.88], [-3.65, -0.01, 0.34], [-2.61, 1.36, -0.38], [0.44, -0.68, -2.07], [1.91, 0.23, -2.64], [0.47, 0.89, -1.75], [0.02, 0.30, 2.03], [2.75, -1.11, 1.64], [2.21, -2.80, 1.30], [-0.39, 2.40, 1.58], [3.19, 1.61, -0.83]],
  "homo_energy_ev": [-7.235, -6.694],
  "lumo_energy_ha": [0.020, 0.021],
  "orbital_gap_ev": [7.792, 7.271],
  "spin_multiplicity": 1,
  "charge": 0
}

---

Relative to the most stable one, in eV, the structures come out at version A 0.000; version B 4.487; version C 6.788.